Molecular formula: C7H36O13
Method: DFT, ωB97M-V/def2-TZVPD

```
56
Properties=species:S:1:pos:R:3
C 2.03 0.39 -3.67
O 0.73 -0.09 -3.95
C 2.91 -0.62 -2.92
C 3.68 -0.03 -1.75
C 2.78 0.33 -0.55
C 2.34 1.57 -0.32
C 2.08 -1.68 0.64
C 2.91 -0.64 0.60
H 2.50 0.68 -4.61
H 1.94 1.26 -3.02
H 0.68 -1.05 -4.01
H 2.46 -1.58 -2.69
H 3.68 -0.89 -3.66
H 4.34 -0.78 -1.29
H 4.32 0.78 -2.09
H 2.27 2.32 -1.09
H 1.87 1.84 0.63
H 2.04 -2.39 1.46
H 1.47 -2.00 -0.19
H 3.45 -0.23 1.44
H -0.37 0.61 -2.86
H -0.84 1.85 -2.04
O -1.02 0.92 -2.18
H -0.24 -2.61 -1.00
H -0.96 -1.44 -1.47
O -0.51 -2.22 -1.85
H -1.78 -2.22 -3.83
H -2.95 -1.29 -3.37
O -2.72 -2.05 -3.91
H -1.76 -0.55 0.73
H -0.28 -0.54 1.09
O -1.09 -1.01 1.29
H -1.23 3.53 -0.98
H -2.26 3.15 0.12
O -2.07 3.09 -0.82
H -1.57 4.00 2.77
H -0.53 3.34 2.00
O -1.46 3.57 1.92
H -2.41 0.46 3.34
H -2.18 0.98 4.72
O -1.69 0.69 3.94
H 0.32 -0.31 3.86
H 0.60 -0.54 5.31
O 1.07 -0.40 4.48
H -4.13 -0.44 3.32
H -3.56 -1.85 3.53
O -3.94 -1.26 2.86
H -0.89 -4.16 0.57
H -0.66 -2.73 1.14
O -0.21 -3.51 0.76
H -3.66 0.24 -0.85
H -2.26 0.91 -0.81
O -2.85 0.27 -0.35
H 1.55 1.40 3.70
H 2.40 2.54 3.10
O 1.53 2.33 3.44
```

Computed properties:
E   -34459.6082 eV
Net charge   0
Frontier orbital gap   9.571 eV
ΔE to the lowest compared entry with this formula, charge and spin   193.8 kJ/mol
HOMO energy   -0.3507 Ha
Strongest force on any atom   2.4 eV/Å
2S+1   1